The following is a DFT calculation (the ωB97M-V functional and the def2-TZVPD basis) of a structure of composition C37H40NP3Zr at a distorted geometry.

```
82
Properties=species:S:1:pos:R:3
C -0.9974 -5.4257 0.7267
C -1.0885 -4.1481 0.1583
C -1.9030 -3.1774 0.8010
C -2.6825 -3.5324 1.9094
C -2.5669 -4.8099 2.4570
C -1.7149 -5.7506 1.8798
C -3.6867 -2.5774 2.4793
C -4.0264 -1.4501 1.5565
C -3.2449 -1.1898 0.4255
C -3.7007 -0.2765 -0.5662
C -4.8427 0.4868 -0.2984
C -5.5604 0.2979 0.8848
C -5.1597 -0.6728 1.7977
H -0.3605 -6.1700 0.2404
H -3.1730 -5.0611 3.3288
H -1.6281 -6.7486 2.3082
H -4.6123 -3.1505 2.6494
H -5.1712 1.2136 -1.0436
H -6.4465 0.9018 1.0787
H -5.7322 -0.8634 2.7050
N -1.9908 -1.8488 0.3192
Zr -0.2883 -0.6458 -0.0876
C -0.3481 -3.8440 -1.1353
H -1.0341 -3.5148 -1.9304
H 0.1675 -4.7485 -1.4922
C -3.0047 -0.1492 -1.9190
H -2.8620 -1.1327 -2.3962
H -3.6145 0.4774 -2.5855
P 1.0199 -2.5740 -0.9797
P -1.3635 0.7250 -1.8891
C -1.9602 2.4197 -1.6320
H -1.1121 3.0912 -1.4593
H -2.5086 2.7315 -2.5327
H -2.6296 2.4630 -0.7624
C -0.7706 0.7233 -3.5938
H -1.4386 1.3497 -4.2002
H 0.2447 1.1383 -3.6232
H -0.7521 -0.3009 -3.9911
C 2.0993 -3.5439 0.1249
H 2.4566 -4.4350 -0.4116
H 2.9503 -2.9208 0.4225
H 1.5489 -3.8581 1.0217
C 1.8784 -2.6732 -2.5708
H 2.7044 -1.9529 -2.5784
H 2.2792 -3.6862 -2.7124
H 1.1967 -2.4277 -3.3952
H -3.4233 -2.2371 3.4777
H 1.2271 -0.3946 0.9347
C 5.4308 1.7027 2.9191
C 4.2736 1.1157 3.4497
C 3.1230 0.9963 2.6702
C 3.1180 1.4577 1.3437
C 4.2734 2.0560 0.8157
C 5.4264 2.1712 1.6010
P 1.5538 1.3234 0.4177
C 0.5868 2.6867 1.1376
C -0.5332 2.3966 1.9343
C -1.1876 3.4282 2.6104
C -0.7124 4.7415 2.5252
C 0.4061 5.0310 1.7335
C 1.0591 4.0089 1.0417
C 2.0849 1.7252 -1.2760
C 1.6649 2.8817 -1.9555
C 2.1378 3.1300 -3.2454
C 3.0083 2.2303 -3.8661
C 3.3965 1.0604 -3.2040
C 2.9575 0.8200 -1.9070
H 6.3305 1.7944 3.5302
H 4.2691 0.7527 4.4779
H 2.2181 0.5418 3.0787
H 4.2780 2.4379 -0.2052
H 6.3183 2.6287 1.1718
H -0.8860 1.3622 2.0472
H -2.0662 3.2020 3.2176
H -1.2109 5.5413 3.0776
H 0.7789 6.0538 1.6580
H 1.9467 4.2303 0.4437
H 0.9908 3.5883 -1.4682
H 1.8315 4.0453 -3.7597
H 3.3929 2.4455 -4.8647
H 4.0687 0.3498 -3.6915
H 3.2984 -0.0641 -1.3596
```

Results
HOMO-LUMO gap = 5.84 eV
F_max = 3.26 eV/A
charge = +2
HOMO energy = -12.8 eV
LUMO energy = -0.2570 hartree